No. 1
The following is a DFT calculation (ωB97M-V with the def2-TZVPD basis set) of 10 unconnected molecules or ions with the total composition C31H54F5N11O2P.

Positions of all 104 atoms, in Å:
C (5.58, -2.26, -0.26)
C (5.67, -0.82, 0.18)
O (5.22, 0.01, -0.88)
C (4.81, 1.30, -0.45)
C (3.34, 1.31, -0.12)
C (2.49, 1.00, -1.37)
C (1.75, -0.36, -1.30)
C (0.29, -0.07, -0.99)
N (-0.61, -1.23, -0.44)
C (-2.02, -0.84, -0.98)
C (-3.31, -1.41, -0.42)
C (-3.58, -2.91, -0.48)
C (-3.86, -3.36, -1.91)
O (-3.68, -4.75, -2.07)
P (-0.04, -2.76, -1.31)
N (1.15, -3.46, -0.64)
C (-0.47, -1.20, 1.05)
F (0.81, -0.98, 1.32)
F (-1.17, -0.13, 1.48)
C (-0.96, -2.42, 1.93)
F (-0.25, -2.41, 3.04)
F (-2.24, -2.26, 2.23)
F (-0.80, -3.57, 1.30)
H (6.24, -2.45, -1.10)
H (4.57, -2.46, -0.60)
H (5.82, -2.94, 0.56)
H (5.07, -0.67, 1.08)
H (6.70, -0.56, 0.45)
H (5.40, 1.59, 0.43)
H (5.05, 2.03, -1.22)
H (3.17, 0.56, 0.66)
H (3.09, 2.28, 0.29)
H (3.15, 0.97, -2.23)
H (1.77, 1.82, -1.50)
H (1.88, -0.85, -2.26)
H (2.22, -0.95, -0.52)
H (0.22, 0.74, -0.27)
H (-0.21, 0.27, -1.90)
H (-2.10, 0.24, -0.87)
H (-1.95, -1.02, -2.05)
H (-3.49, -1.00, 0.57)
H (-4.06, -0.93, -1.05)
H (-4.48, -3.11, 0.11)
H (-2.81, -3.53, -0.05)
H (-4.90, -3.09, -2.14)
H (-3.24, -2.84, -2.64)
H (-4.43, -5.18, -1.62)
H (-1.22, -3.49, -1.34)
H (0.12, -2.26, -2.61)
H (1.99, -3.45, -1.22)
C (4.75, 4.78, 2.49)
C (4.88, 4.58, 1.06)
N (4.98, 4.42, -0.08)
H (3.70, 4.88, 2.74)
H (5.18, 3.93, 3.02)
H (5.28, 5.69, 2.80)
C (5.77, 3.97, 6.47)
C (5.71, 5.32, 5.92)
N (5.65, 6.39, 5.49)
H (5.38, 3.96, 7.48)
H (5.18, 3.29, 5.85)
H (6.81, 3.63, 6.48)
C (-4.92, 3.10, -0.49)
C (-3.98, 2.34, -1.29)
N (-3.25, 1.73, -1.95)
H (-4.92, 2.72, 0.54)
H (-4.64, 4.15, -0.49)
H (-5.92, 2.98, -0.91)
C (-7.41, -1.44, -0.36)
C (-7.38, -0.06, -0.83)
N (-7.35, 1.03, -1.21)
H (-7.85, -1.47, 0.64)
H (-8.01, -2.04, -1.03)
H (-6.40, -1.84, -0.32)
C (1.58, 7.58, 1.08)
C (1.63, 6.19, 1.50)
N (1.67, 5.08, 1.82)
H (1.92, 7.67, 0.05)
H (0.56, 7.95, 1.15)
H (2.22, 8.18, 1.72)
C (-4.37, 7.01, 1.82)
C (-4.20, 6.75, 0.40)
N (-4.07, 6.56, -0.73)
H (-5.43, 7.12, 2.05)
H (-3.96, 6.18, 2.40)
H (-3.85, 7.92, 2.09)
C (9.16, -2.60, 2.51)
C (8.21, -1.53, 2.73)
N (7.46, -0.67, 2.91)
H (10.01, -2.24, 1.93)
H (9.53, -2.97, 3.47)
H (8.68, -3.42, 1.97)
C (-2.66, -6.17, -4.86)
C (-1.96, -5.71, -6.06)
N (-1.40, -5.36, -7.00)
H (-1.95, -6.31, -4.05)
H (-3.39, -5.42, -4.55)
H (-3.17, -7.11, -5.06)
C (-7.76, -6.38, -3.23)
C (-7.06, -5.69, -2.16)
N (-6.52, -5.15, -1.30)
H (-8.71, -6.77, -2.86)
H (-7.95, -5.68, -4.05)
H (-7.15, -7.20, -3.60)

Calculated values
LUMO	-1.90	eV
net charge	+1
frontier orbital gap	9.2	eV
calculated total energy	-76374.82598	eV
HOMO level	-0.40885	hartree

Atomic partial charges in e from the Löwdin method, atoms 1 to 99: -0.064, -0.305, -0.152, -0.240, -0.165, -0.153, -0.206, -0.130, -0.167, -0.156, -0.177, -0.201, -0.287, -0.088, 0.862, -0.201, -0.421, 0.177, 0.170, -0.570, 0.224, 0.194, 0.159, 0.079, 0.057, 0.071, 0.109, 0.093, 0.114, 0.109, 0.102, 0.097, 0.117, 0.115, 0.103, 0.086, 0.139, 0.134, 0.070, 0.116, 0.112, 0.118, 0.111, 0.081, 0.107, 0.114, 0.040, 0.024, 0.053, 0.006, -0.084, -0.276, 0.152, 0.034, 0.078, 0.071, -0.068, -0.284, 0.133, 0.084, 0.078, 0.086, -0.065, -0.237, 0.145, 0.086, 0.041, 0.054, -0.056, -0.252, 0.151, 0.091, 0.085, 0.049, -0.054, -0.261, 0.135, 0.090, 0.083, 0.089, -0.066, -0.278, 0.136, 0.086, 0.082, 0.085, -0.062, -0.274, 0.138, 0.087, 0.085, 0.081, -0.081, -0.287, 0.126, 0.080, 0.061, 0.083, -0.045


No. 2
The following is a DFT calculation (ωB97M-V with the def2-TZVPD basis set) of 8 unconnected molecules or ions with the total composition C31H55N7O.

Positions of all 94 atoms, in Å:
C (-1.49, 2.64, -4.93)
C (-2.20, 2.01, -6.12)
C (-1.27, 1.34, -7.13)
C (-0.30, 0.47, -6.53)
N (0.47, -0.27, -6.15)
H (-0.91, 1.92, -4.35)
H (-2.26, 3.09, -4.26)
H (-0.80, 3.46, -5.27)
H (-2.87, 2.71, -6.57)
H (-2.73, 1.17, -5.67)
H (-0.76, 2.06, -7.77)
H (-1.87, 0.66, -7.78)
C (-1.46, -3.18, -2.80)
C (-1.76, -4.34, -1.90)
C (-1.34, -4.20, -0.45)
C (0.08, -4.03, -0.09)
N (1.20, -3.96, 0.21)
H (-0.39, -3.03, -2.94)
H (-1.87, -2.25, -2.35)
H (-1.95, -3.46, -3.73)
H (-1.46, -5.34, -2.27)
H (-2.87, -4.40, -1.84)
H (-1.66, -5.05, 0.12)
H (-1.77, -3.30, -0.03)
C (-3.05, -2.10, 4.60)
C (-2.26, -2.55, 3.34)
C (-0.75, -2.36, 3.48)
C (-0.34, -1.04, 4.01)
N (-0.07, 0.03, 4.29)
H (-3.03, -1.04, 4.68)
H (-2.71, -2.52, 5.50)
H (-4.06, -2.49, 4.52)
H (-2.71, -1.97, 2.53)
H (-2.56, -3.61, 3.13)
H (-0.19, -2.39, 2.52)
H (-0.20, -3.10, 4.12)
C (0.80, 3.65, 0.62)
C (1.75, 2.72, 1.35)
C (2.86, 3.35, 2.16)
C (2.33, 4.22, 3.19)
N (2.16, 4.87, 4.13)
H (1.27, 4.04, -0.31)
H (0.63, 4.42, 1.31)
H (-0.15, 3.15, 0.39)
H (2.28, 1.96, 0.78)
H (1.11, 2.10, 1.95)
H (3.57, 3.98, 1.56)
H (3.38, 2.56, 2.71)
C (-3.96, 4.70, 3.42)
C (-3.76, 3.52, 4.43)
C (-3.41, 2.15, 3.79)
C (-4.45, 1.70, 2.86)
N (-5.15, 1.28, 2.03)
H (-4.79, 4.37, 2.71)
H (-3.10, 4.74, 2.78)
H (-4.12, 5.66, 3.91)
H (-4.67, 3.46, 5.05)
H (-2.96, 3.73, 5.20)
H (-3.44, 1.27, 4.51)
H (-2.38, 2.10, 3.42)
C (5.19, -2.49, 2.18)
C (5.57, -3.92, 1.77)
C (4.34, -4.83, 1.60)
C (3.50, -4.77, 2.81)
N (2.93, -4.79, 3.83)
H (5.07, -2.43, 3.24)
H (4.26, -2.06, 1.75)
H (6.00, -1.93, 1.86)
H (6.14, -4.31, 2.63)
H (6.12, -4.02, 0.83)
H (4.55, -5.90, 1.49)
H (3.71, -4.47, 0.85)
C (1.92, -0.23, -3.01)
C (3.13, 0.22, -3.85)
C (3.97, 1.48, -3.44)
C (3.28, 2.56, -2.74)
N (2.77, 3.37, -2.07)
H (1.50, -1.08, -3.54)
H (1.26, 0.66, -2.89)
H (2.38, -0.48, -2.05)
H (2.72, 0.34, -4.82)
H (3.88, -0.57, -3.83)
H (4.43, 1.99, -4.29)
H (4.76, 1.23, -2.72)
C (-0.28, 0.39, -0.58)
C (-1.70, 0.18, -0.30)
O (-2.19, -0.81, 0.26)
C (-2.61, 1.28, -0.74)
H (0.16, 0.69, 0.42)
H (-0.05, 1.25, -1.23)
H (0.25, -0.52, -0.86)
H (-3.67, 1.04, -0.52)
H (-2.49, 1.41, -1.85)
H (-2.47, 2.24, -0.24)

Calculated values
LUMO	0.33	eV
frontier orbital gap	10.3	eV
SMILES	CC(C)=O.CCCC#N.CCCC#N.CCCC#N.CCCC#N.CCCC#N.CCCC#N.CCCC#N
calculated total energy	-45513.95414	eV
HOMO level	-0.36603	hartree

Need the Löwdin charges? In units of e they are: -0.120, -0.256, -0.193, -0.242, 0.179, 0.060, 0.081, 0.091, 0.105, 0.109, 0.125, 0.134, -0.105, -0.276, -0.193, -0.198, 0.155, 0.069, 0.085, 0.076, 0.120, 0.124, 0.113, 0.094, -0.094, -0.237, -0.181, -0.239, 0.139, 0.040, 0.054, 0.075, 0.087, 0.117, 0.101, 0.134, -0.094, -0.302, -0.188, -0.250, 0.140, 0.050, 0.050, 0.054, 0.096, 0.085, 0.144, 0.126, -0.102, -0.258, -0.194, -0.247, 0.144, 0.092, 0.049, 0.070, 0.106, 0.120, 0.120, 0.110, -0.102, -0.234, -0.200, -0.251, 0.133, 0.068, 0.090, 0.036, 0.113, 0.107, 0.127, 0.052, -0.119, -0.241, -0.162, -0.220, 0.158, 0.063, 0.061, 0.076, 0.061, 0.104, 0.117, 0.120, -0.027, -0.494, 0.030, -0.024, 0.106, 0.077, 0.073, 0.076, 0.095, 0.074


No. 3
The following is a DFT calculation (ωB97M-V with the def2-TZVPD basis set) of a molecular structure, C31H56AsBrN3O7S2Si2Sn.

Positions of all 104 atoms, in Å:
Sn (0.74, -0.44, 1.02)
O (2.72, -3.05, -1.36)
As (1.11, -3.27, -0.71)
O (1.51, -3.03, 1.16)
O (0.39, -1.72, -0.79)
C (2.67, -3.51, 1.68)
C (2.76, -4.82, 2.12)
C (3.93, -5.29, 2.70)
C (5.04, -4.46, 2.82)
C (4.97, -3.15, 2.39)
C (3.79, -2.68, 1.82)
S (3.61, -0.97, 1.48)
O (4.89, -0.33, 1.56)
O (2.62, -0.49, 2.48)
O (2.92, -0.79, 0.16)
H (3.04, -2.15, -1.15)
H (1.89, -5.47, 2.01)
H (3.98, -6.30, 3.06)
H (5.95, -4.84, 3.26)
H (5.81, -2.47, 2.46)
C (-3.36, 3.69, 2.80)
Si (-3.09, 2.64, 4.32)
C (-4.72, 2.02, 4.98)
C (-2.17, 3.61, 5.62)
C (-2.11, 1.04, 4.00)
C (-1.40, 0.49, 5.07)
C (-0.85, -0.78, 5.01)
C (-1.05, -1.52, 3.86)
N (-1.69, -1.02, 2.80)
C (-2.18, 0.20, 2.88)
S (-2.97, 0.84, 1.40)
H (-3.68, 4.68, 3.11)
H (-4.15, 3.29, 2.15)
H (-2.46, 3.80, 2.19)
H (-5.35, 2.85, 5.32)
H (-4.56, 1.35, 5.83)
H (-5.28, 1.48, 4.22)
H (-2.59, 4.61, 5.70)
H (-1.11, 3.71, 5.38)
H (-2.25, 3.14, 6.60)
H (-1.27, 1.08, 5.97)
H (-0.31, -1.20, 5.84)
H (-0.68, -2.53, 3.76)
C (4.94, 3.09, 1.62)
C (3.66, 3.78, 2.12)
C (2.97, 2.78, 3.07)
C (4.06, 5.05, 2.90)
Si (2.53, 4.31, 0.70)
Br (1.08, 2.10, 0.06)
C (3.30, 4.59, -1.00)
C (4.36, 5.71, -0.86)
C (2.25, 5.03, -2.03)
C (3.96, 3.31, -1.54)
C (1.01, 5.37, 1.18)
C (0.43, 4.91, 2.52)
C (-0.14, 5.32, 0.15)
C (1.49, 6.83, 1.30)
H (5.58, 2.89, 2.49)
H (5.52, 3.72, 0.94)
H (4.74, 2.13, 1.15)
H (3.65, 2.60, 3.92)
H (2.80, 1.82, 2.59)
H (2.03, 3.14, 3.47)
H (4.77, 4.75, 3.68)
H (3.21, 5.53, 3.39)
H (4.55, 5.79, 2.27)
H (3.93, 6.64, -0.49)
H (4.78, 5.90, -1.85)
H (5.18, 5.43, -0.21)
H (1.86, 6.03, -1.81)
H (1.42, 4.33, -2.09)
H (2.73, 5.08, -3.01)
H (4.75, 2.93, -0.91)
H (4.39, 3.54, -2.52)
H (3.23, 2.51, -1.67)
H (0.09, 3.87, 2.47)
H (-0.44, 5.53, 2.75)
H (1.13, 5.01, 3.34)
H (-0.40, 4.30, -0.12)
H (0.10, 5.87, -0.75)
H (-1.01, 5.80, 0.60)
H (2.27, 6.96, 2.05)
H (0.64, 7.45, 1.60)
H (1.87, 7.21, 0.35)
C (-1.48, 0.30, -2.29)
N (-2.37, -0.79, -1.88)
C (-2.32, -1.96, -2.75)
C (-2.84, -0.86, -0.65)
O (-2.20, -0.09, 0.22)
N (-3.89, -1.59, -0.32)
C (-4.14, -2.06, 1.04)
C (-4.95, -1.89, -1.28)
H (-1.59, 0.43, -3.36)
H (-0.45, 0.05, -2.06)
H (-1.75, 1.22, -1.78)
H (-1.27, -2.21, -2.91)
H (-2.78, -1.74, -3.71)
H (-2.80, -2.82, -2.29)
H (-3.23, -2.03, 1.63)
H (-4.50, -3.09, 0.98)
H (-4.91, -1.45, 1.53)
H (-4.81, -1.34, -2.20)
H (-5.90, -1.59, -0.84)
H (-5.00, -2.96, -1.50)

Calculated values
LUMO	-2.58	eV
net charge	+1
frontier orbital gap	7.7	eV
calculated total energy	-225995.49680	eV
HOMO level	-0.37867	hartree

Atomic partial charges in e from the natural (NBO) method, atoms 1 to 99: 1.474, -1.047, 1.740, -0.871, -1.357, 0.313, -0.259, -0.166, -0.234, -0.163, -0.359, 2.409, -0.939, -1.056, -1.087, 0.515, 0.224, 0.222, 0.226, 0.246, -1.129, 1.623, -1.114, -1.122, -0.484, -0.152, -0.185, 0.036, -0.493, 0.056, 0.581, 0.254, 0.241, 0.249, 0.250, 0.246, 0.238, 0.253, 0.246, 0.246, 0.226, 0.229, 0.216, -0.609, -0.681, -0.609, -0.609, 2.253, -0.524, -0.672, -0.612, -0.606, -0.613, -0.660, -0.613, -0.610, -0.616, 0.221, 0.204, 0.244, 0.217, 0.241, 0.208, 0.228, 0.210, 0.216, 0.213, 0.227, 0.218, 0.207, 0.221, 0.219, 0.227, 0.213, 0.229, 0.219, 0.212, 0.214, 0.225, 0.218, 0.209, 0.220, 0.223, 0.215, -0.415, -0.364, -0.413, 0.831, -0.612, -0.390, -0.435, -0.409, 0.218, 0.253, 0.224, 0.242, 0.215, 0.219, 0.260


No. 4
The following is a DFT calculation (ωB97M-V with the def2-TZVPD basis set) of 3 unconnected molecules or ions with the total composition C31H56BN3O7.

Positions of all 98 atoms, in Å:
C (0.66, -5.44, -11.23)
C (1.15, -4.47, -10.13)
B (0.05, -3.42, -9.76)
O (-0.32, -2.53, -10.72)
C (-0.66, -3.35, -8.35)
C (-0.15, -3.07, -7.15)
C (1.28, -2.76, -6.82)
C (1.68, -2.79, -5.34)
C (1.46, -1.47, -4.60)
C (2.78, -0.75, -4.34)
N (2.65, 0.61, -3.82)
C (2.30, 1.60, -4.82)
C (2.24, 0.71, -2.51)
C (2.00, 2.09, -1.94)
O (2.13, -0.27, -1.81)
C (-1.28, -3.11, -6.15)
O (-1.27, -2.96, -4.97)
O (-2.45, -3.35, -6.85)
C (-2.12, -3.56, -8.17)
O (-2.94, -3.86, -8.99)
H (1.48, -5.83, -11.81)
H (0.12, -6.28, -10.79)
H (-0.03, -4.94, -11.92)
H (2.02, -3.92, -10.52)
H (1.50, -5.04, -9.27)
H (-1.06, -1.97, -10.48)
H (1.90, -3.45, -7.40)
H (1.48, -1.76, -7.23)
H (2.74, -3.06, -5.30)
H (1.14, -3.59, -4.83)
H (0.80, -0.82, -5.18)
H (0.96, -1.65, -3.65)
H (3.37, -0.69, -5.26)
H (3.37, -1.33, -3.62)
H (1.57, 1.19, -5.52)
H (3.18, 1.90, -5.39)
H (1.86, 2.48, -4.37)
H (2.50, 2.89, -2.49)
H (0.93, 2.29, -1.91)
H (2.37, 2.08, -0.92)
C (-1.00, 6.10, 3.08)
C (-0.40, 5.20, 2.00)
C (-1.31, 4.01, 1.69)
C (-1.36, 2.98, 2.82)
C (0.04, 2.49, 3.19)
C (1.02, 3.62, 3.51)
N (0.94, 4.64, 2.40)
O (1.71, 4.39, 1.42)
C (0.72, 4.24, 4.88)
C (2.45, 3.09, 3.55)
C (-0.19, 6.05, 0.75)
H (-1.81, 6.67, 2.63)
H (-1.42, 5.56, 3.92)
H (-0.26, 6.80, 3.46)
H (-0.95, 3.52, 0.78)
H (-2.32, 4.39, 1.47)
H (-1.86, 3.39, 3.70)
H (-1.95, 2.12, 2.51)
H (-0.01, 1.83, 4.06)
H (0.44, 1.91, 2.36)
H (1.31, 5.15, 5.03)
H (1.01, 3.52, 5.65)
H (-0.32, 4.47, 5.04)
H (2.70, 2.56, 2.64)
H (2.53, 2.40, 4.39)
H (3.16, 3.90, 3.69)
H (0.52, 6.85, 0.95)
H (-1.15, 6.49, 0.48)
H (0.18, 5.46, -0.08)
C (-0.02, -3.19, 6.49)
C (-0.46, -1.76, 6.82)
C (-1.61, -1.74, 7.83)
C (-2.93, -2.23, 7.24)
C (-3.31, -1.44, 5.99)
C (-2.20, -1.41, 4.92)
N (-0.92, -1.01, 5.60)
O (-0.72, 0.25, 5.66)
C (-2.08, -2.75, 4.20)
C (-2.51, -0.35, 3.87)
C (0.76, -1.03, 7.38)
H (0.54, -3.58, 7.34)
H (-0.85, -3.87, 6.32)
H (0.63, -3.21, 5.62)
H (-1.74, -0.71, 8.18)
H (-1.32, -2.35, 8.69)
H (-2.88, -3.30, 7.01)
H (-3.72, -2.12, 7.98)
H (-4.21, -1.85, 5.53)
H (-3.54, -0.41, 6.27)
H (-1.19, -2.77, 3.58)
H (-2.95, -2.87, 3.56)
H (-2.06, -3.61, 4.87)
H (-2.68, 0.63, 4.32)
H (-3.40, -0.64, 3.31)
H (-1.67, -0.25, 3.17)
H (1.55, -0.97, 6.64)
H (1.13, -1.59, 8.25)
H (0.51, -0.02, 7.70)

Calculated values
LUMO (alpha / beta)	-0.84 / -0.84	eV
frontier orbital gap (alpha / beta)	6.8 / 8.2	eV
2S+1	3
calculated total energy	-52534.05792	eV
HOMO level (alpha / beta)	-0.28219 / -0.33037	hartree

Need the Löwdin charges? In units of e they are: -0.096, -0.145, -0.434, 0.185, 0.055, -0.054, -0.112, -0.181, -0.179, -0.175, -0.106, -0.048, -0.504, 0.003, 0.056, -0.362, 0.186, 0.150, -0.396, 0.181, 0.070, 0.075, 0.071, 0.109, 0.094, 0.113, 0.121, 0.137, 0.113, 0.111, 0.106, 0.111, 0.125, 0.127, 0.082, 0.091, 0.075, 0.071, 0.091, 0.084, -0.032, -0.488, -0.127, -0.173, -0.128, -0.481, -0.111, -0.036, -0.026, -0.039, -0.044, 0.086, 0.057, 0.094, 0.122, 0.125, 0.108, 0.097, 0.099, 0.128, 0.093, 0.088, 0.058, 0.076, 0.088, 0.091, 0.092, 0.087, 0.073, -0.029, -0.488, -0.131, -0.173, -0.129, -0.481, -0.103, -0.042, -0.027, -0.047, -0.042, 0.088, 0.057, 0.096, 0.125, 0.125, 0.103, 0.113, 0.125, 0.124, 0.097, 0.089, 0.058, 0.074, 0.093, 0.091, 0.093, 0.088, 0.078